A 2-piece molecular cluster, C5H14S overall. Source: OMol25; level of theory: ωB97M-V/def2-TZVPD.

The geometry in XYZ format:
```
20
Properties=species:S:1:pos:R:3:lowdin_charge:R:1
C 1.59 2.11 0.61 -0.198
C 0.44 2.48 1.48 -0.536
S -0.88 1.14 1.46 0.589
H 2.27 1.32 1.02 0.083
H 1.24 1.77 -0.36 0.050
H 2.41 2.96 0.46 0.127
H -0.17 3.13 0.85 0.040
H 0.54 2.94 2.46 0.069
H -2.05 0.42 1.45 -0.119
C 0.72 -1.03 -0.79 -0.144
C -0.44 -1.92 -0.38 -0.320
C -1.69 -2.10 -1.37 -0.123
H 1.09 -1.21 -1.81 0.073
H 0.43 -0.04 -0.80 -0.025
H 1.72 -1.14 -0.30 0.086
H -0.28 -2.89 0.04 0.075
H -1.01 -1.49 0.53 0.059
H -2.46 -2.50 -0.64 0.069
H -1.60 -2.88 -2.21 0.077
H -1.89 -1.06 -1.72 0.068
```

Output
SMILES: CCC.CCS
E: -596.92207 hartree
Molar mass: 106.23 g mol⁻¹
Kohn-Sham gap: 7.99 eV
LUMO energy: -0.612 eV